ORCA calculation (ωB97M-V/def2-TZVPD) on an isolated molecule of C19H26N4O3.

Positions of all 52 atoms, in Å:
C -1.78 -4.09 0.98
C -1.74 -2.83 0.13
C -3.15 -2.36 -0.22
C -3.20 -1.08 -1.06
N -2.69 0.09 -0.35
C -1.43 0.58 -0.55
N -0.59 -0.06 -1.41
C -1.03 1.74 0.07
N 0.27 2.27 -0.18
C 0.35 3.33 -1.19
C 0.29 2.79 -2.61
C 1.33 2.09 0.66
O 2.42 2.59 0.42
C 1.11 1.23 1.88
C 1.35 -0.27 1.60
C 2.64 -0.51 0.87
C 2.65 -1.14 -0.36
C 3.84 -1.34 -1.05
C 5.03 -0.90 -0.50
C 5.03 -0.28 0.73
C 3.85 -0.08 1.41
C -1.92 2.48 0.93
O -1.68 3.52 1.51
N -3.16 1.86 1.08
C -3.61 0.72 0.48
O -4.72 0.28 0.65
H -2.31 -3.90 1.91
H -0.77 -4.41 1.22
H -2.28 -4.90 0.46
H -1.19 -3.05 -0.79
H -1.22 -2.05 0.68
H -3.67 -3.14 -0.77
H -3.71 -2.18 0.70
H -2.67 -1.19 -2.01
H -4.25 -0.87 -1.29
H -0.70 -1.05 -1.55
H 0.35 0.30 -1.41
H 1.30 3.84 -1.02
H -0.47 4.03 -1.01
H -0.65 2.27 -2.80
H 0.35 3.63 -3.31
H 1.12 2.12 -2.81
H 0.10 1.37 2.27
H 1.82 1.57 2.63
H 1.37 -0.79 2.56
H 0.52 -0.67 1.02
H 1.73 -1.51 -0.79
H 3.83 -1.84 -2.01
H 5.96 -1.05 -1.04
H 5.96 0.06 1.16
H 3.86 0.40 2.38
H -3.83 2.34 1.68

Values from the calculation:
**Relative energy (zero: lowest compared OMol25 entry of this formula, charge and spin)**: 11.8 kJ/mol
**Largest force on an atom**: 0.78 eV/A
**HOMO level**: -8.70 eV
**SMILES string**: CCCCn1c(N)c(N(CC)C(=O)CCc2ccccc2)c(=O)[nH]c1=O
**E_tot**: -32230.440 eV
**LUMO energy**: 0.5 eV